Record 1
{"formula": "C14H26F13N2O8S3", "method": "the ωB97M-V functional and the def2-TZVPD basis", "species": ["N", "S", "O", "O", "N", "S", "O", "O", "C", "C", "C", "F", "F", "C", "F", "F", "C", "F", "F", "C", "F", "F", "S", "F", "F", "F", "F", "F", "H", "H", "H", "H", "H", "H", "C", "O", "C", "C", "O", "C", "H", "H", "H", "H", "H", "H", "H", "H", "H", "H", "C", "O", "C", "C", "O", "C", "H", "H", "H", "H", "H", "H", "H", "H", "H", "H"], "xyz": [[-4.122484, -2.168870, 2.315317], [-4.565596, -3.100922, 1.000431], [-5.238751, -4.268092, 1.467338], [-5.453492, -2.283435, 0.235290], [-3.298386, -3.448163, 0.035803], [-2.010216, -4.032725, 0.821993], [-1.325235, -4.950707, -0.029632], [-2.342280, -4.594582, 2.107814], [-0.918168, -2.632152, 1.188193], [0.230211, -2.421024, 0.199440], [-0.127242, -1.791602, -1.137329], [0.840170, -2.193917, -2.017729], [-1.241864, -2.260181, -1.636981], [-0.074893, -0.243273, -1.217593], [1.186124, 0.111627, -0.887823], [-0.241650, 0.109975, -2.488841], [-1.016075, 0.525104, -0.240884], [-2.193414, -0.058179, -0.315972], [-0.494864, 0.428283, 0.964871], [-1.214326, 1.997829, -0.718481], [-0.129278, 2.520270, -1.206560], [-2.081697, 1.972624, -1.682154], [-1.874288, 3.190261, 0.596096], [-3.221861, 3.415867, -0.198619], [-2.593845, 2.048133, 1.398246], [-0.540572, 3.052712, 1.413469], [-1.268512, 4.410892, -0.216461], [-2.373834, 4.221406, 1.676009], [-3.912702, -2.738675, 3.125628], [-3.394408, -1.504522, 2.095404], [-1.542196, -1.763275, 1.354855], [-0.462733, -2.864179, 2.148788], [0.940593, -1.757213, 0.695882], [0.774304, -3.344696, 0.040849], [4.576505, -0.131124, -5.860151], [3.448750, -0.723077, -5.247182], [2.769213, 0.162298, -4.364282], [1.511340, 0.717483, -4.994172], [1.810626, 1.587256, -6.082042], [1.610324, 0.976645, -7.342978], [4.925171, -0.804888, -6.642434], [4.331144, 0.833309, -6.313246], [5.382051, 0.002937, -5.129082], [3.429635, 0.974972, -4.045283], [2.493318, -0.415778, -3.477716], [0.977389, 1.311289, -4.248776], [0.850361, -0.093345, -5.313301], [0.539749, 0.851310, -7.538754], [2.107940, 0.005569, -7.405462], [2.027480, 1.635561, -8.104160], [2.222276, 2.456579, 4.488391], [0.988196, 2.686338, 5.142687], [-0.117535, 2.122654, 4.447848], [-0.584561, 0.837363, 5.094696], [0.381133, -0.196311, 4.957878], [1.120414, -0.421811, 6.143725], [3.021507, 2.757026, 5.165226], [2.355612, 1.401339, 4.236564], [2.289118, 3.061209, 3.577151], [0.129782, 1.953873, 3.398222], [-0.930862, 2.854386, 4.488868], [-1.491742, 0.496693, 4.585064], [-0.832977, 1.003091, 6.147367], [0.489587, -0.904319, 6.898211], [1.527733, 0.508148, 6.548933], [1.944782, -1.091273, 5.901533]], "atomic_forces_ev_per_a": [[-0.12, -0.26, 0.25], [-0.89, -0.37, -1.78], [0.37, -0.84, 1.40], [0.18, 1.34, -0.71], [0.77, 0.43, 1.66], [-1.88, -0.51, -0.23], [1.15, 0.04, -1.04], [0.07, 0.42, 0.92], [0.36, -0.39, -0.14], [-0.27, 0.90, 0.77], [1.15, -0.95, 0.51], [0.68, 0.31, -0.39], [-1.53, 0.03, -0.38], [0.64, -0.40, 0.58], [0.53, 0.24, 0.21], [-0.68, 0.33, -0.56], [0.60, 0.08, -1.96], [-1.19, -0.50, 0.52], [0.22, 0.08, 1.16], [-0.53, -0.32, 1.15], [1.98, 0.45, -0.08], [-1.39, -0.21, -1.35], [-0.99, 1.10, -0.57], [-0.32, -0.03, -0.05], [0.34, -0.57, 0.39], [0.47, -0.33, 0.20], [0.40, 0.20, -0.08], [-0.09, 0.12, 0.32], [0.27, -0.08, -0.20], [-0.06, -0.01, 0.04], [0.00, 0.11, -0.20], [-0.06, -0.18, 0.07], [0.10, 0.08, -0.09], [-0.27, -0.25, -0.34], [-0.03, -0.08, 0.01], [0.09, 0.19, -0.10], [-0.16, -0.38, 0.07], [0.08, 0.39, 0.10], [0.05, -0.19, -0.13], [-0.02, 0.10, 0.03], [-0.03, -0.05, 0.05], [0.02, 0.02, 0.03], [0.03, 0.08, -0.04], [-0.01, 0.03, -0.06], [-0.02, 0.03, 0.00], [0.00, -0.02, 0.01], [0.05, -0.04, 0.00], [0.01, -0.09, -0.04], [-0.03, -0.02, 0.01], [-0.01, 0.05, 0.05], [-0.01, 0.06, 0.04], [0.11, -0.13, -0.08], [-0.10, 0.18, 0.33], [-0.05, -0.22, -0.35], [0.11, 0.14, 0.15], [-0.04, -0.08, -0.05], [-0.05, 0.05, 0.03], [-0.02, 0.01, -0.04], [0.04, -0.07, -0.05], [0.04, -0.09, 0.03], [-0.02, -0.02, -0.04], [-0.02, 0.04, 0.02], [0.05, 0.03, 0.01], [0.04, 0.04, 0.06], [-0.02, 0.01, 0.02], [-0.04, -0.02, -0.05]], "lowdin_charge": [-0.079, 0.397, -0.330, -0.358, -0.328, 0.476, -0.320, -0.359, -0.218, -0.089, -0.472, 0.101, 0.172, -0.358, 0.136, 0.165, -0.415, 0.192, 0.170, -0.493, 0.173, 0.182, 0.759, -0.125, -0.108, -0.126, -0.130, -0.115, 0.058, 0.030, 0.056, 0.103, 0.122, 0.130, -0.120, -0.184, -0.194, -0.200, -0.190, -0.118, 0.086, 0.082, 0.086, 0.128, 0.115, 0.114, 0.131, 0.088, 0.084, 0.085, -0.110, -0.186, -0.203, -0.195, -0.188, -0.114, 0.087, 0.085, 0.088, 0.101, 0.129, 0.126, 0.126, 0.089, 0.083, 0.088], "gap_ev": 7.66, "total_charge": -1, "mol_weight_g_mol": 693.54, "e_tot_ha": -3753.204701, "homo_ha": -0.208}

=====

Record 2
{"formula": "C3H2N2O3", "method": "the ωB97M-V functional and the def2-TZVPD basis", "species": ["C", "C", "C", "N", "N", "O", "O", "O", "H", "H"], "xyz": [[-0.550334, -0.721333, 0.326405], [-1.136542, 0.548022, 0.247774], [0.687105, -1.116060, -0.154804], [-0.566994, 1.574360, -0.276941], [1.488062, 0.041550, -0.544241], [-0.432707, 2.756959, -0.273947], [2.670212, -0.021683, -0.721574], [1.197157, -2.203705, -0.306820], [-1.193100, -1.339006, 0.975402], [-2.162858, 0.480894, 0.728745]], "atomic_forces_ev_per_a": [[-2.59, 0.62, 1.07], [-1.72, -1.84, 1.33], [2.92, -1.54, -0.68], [1.20, 0.47, -0.49], [0.58, 2.34, -0.47], [-0.84, 0.47, -0.07], [-0.76, -0.95, 0.28], [-0.73, -0.46, 0.33], [0.85, -0.41, -0.81], [1.09, 1.31, -0.51]], "lowdin_charge": [0.009, -0.118, -0.464, -0.059, 0.018, 0.120, 0.096, 0.120, 0.129, 0.148], "de_lowest_kj_mol": 165.5, "gap_ev": [7.78, 6.98], "total_charge": 0, "spin_multiplicity": 3, "mol_weight_g_mol": 114.06, "e_tot_ha": -450.494826, "homo_ha": [-0.334, -0.339]}

=====

Record 3
{"formula": "C5H14N3", "method": "the ωB97M-V functional and the def2-TZVPD basis", "species": ["C", "C", "C", "C", "N", "C", "N", "N", "H", "H", "H", "H", "H", "H", "H", "H", "H", "H", "H", "H", "H", "H"], "xyz": [[1.892426, -1.548004, 0.837024], [2.215622, -0.054031, 0.705431], [1.699127, 0.568758, -0.594921], [0.285057, 0.191608, -0.958749], [-0.567326, 0.120585, 0.117786], [-1.927058, 0.057544, -0.193377], [-2.767575, -0.183472, 0.891094], [-2.141877, 1.396922, -0.942546], [0.856400, -1.721033, 1.128927], [2.560536, -2.028925, 1.536080], [2.071552, -2.087140, -0.089413], [3.283451, 0.089371, 0.756936], [1.767586, 0.417773, 1.578977], [1.732554, 1.653464, -0.467809], [2.400300, 0.387225, -1.402220], [0.259937, -0.831278, -1.378291], [-0.238308, 0.840979, -1.705004], [-2.102033, -0.687122, -0.989894], [-3.724528, -0.425767, 0.709118], [-2.565879, 0.213083, 1.792913], [-3.162262, 1.477871, -1.009517], [-1.827699, 2.151584, -0.322554]], "atomic_forces_ev_per_a": [[0.25, 0.09, -0.49], [-0.61, -0.76, 0.14], [0.47, 0.72, 0.52], [0.54, 0.54, 0.94], [0.19, 0.05, -0.03], [-0.91, -0.35, -0.54], [0.19, -0.20, 0.16], [0.22, 0.00, 0.19], [0.01, -0.11, 0.15], [-0.07, -0.01, 0.52], [-0.07, -0.03, -0.38], [0.30, 0.17, 0.01], [0.11, 0.35, -0.05], [-0.11, 0.12, -0.07], [-0.17, -0.36, -0.32], [-0.33, -0.23, -0.42], [-0.04, -0.31, -0.42], [-0.04, 0.03, 0.15], [-0.02, 0.00, -0.01], [0.02, 0.12, -0.01], [0.28, 0.12, 0.12], [-0.21, 0.03, -0.16]], "lowdin_charge": [-0.101, -0.237, -0.173, -0.191, 0.274, -0.464, 0.104, 0.121, 0.064, 0.080, 0.078, 0.112, 0.107, 0.124, 0.125, 0.201, 0.171, 0.184, 0.104, 0.106, 0.107, 0.104], "de_lowest_kj_mol": 523.4, "gap_ev": 6.10, "total_charge": 1, "mol_weight_g_mol": 116.19, "e_tot_ha": -362.779837, "homo_ha": -0.520}